Model 1:
# C10H14SSi

C10H14SSi in the gas phase (wB97M-V/def2-TZVPD, OMol25).

Output
HOMO (spin up / spin down) ... -7.852 / -6.301 eV
2S+1 ... 1

Positions of all 26 atoms, in Å:
1 H -0.718 0.983 -0.781
2 Si -0.762 -0.972 0.800
3 H -1.408 -2.414 -1.015
4 H -3.359 2.976 -2.809
5 C -0.511 0.790 -1.933
6 H 2.280 0.384 4.563
7 H 0.161 -1.819 -1.278
8 H -2.052 -1.021 1.392
9 C 2.081 -0.052 3.642
10 H 4.214 -0.275 3.637
11 C -0.841 -1.507 -1.032
12 C 3.323 -0.305 2.985
13 H 2.034 -1.158 -0.035
14 C 3.248 -0.804 1.718
15 C -2.733 2.325 -2.219
16 C 2.058 -1.076 1.069
17 H -2.306 -0.350 -2.205
18 C 0.884 -0.262 2.972
19 H -0.124 -0.186 3.344
20 C -1.253 -0.495 -2.148
21 S -1.252 2.039 -3.112
22 H -0.909 -0.848 -3.226
23 H -2.487 2.668 -1.274
24 C 0.842 -0.799 1.634
25 H 4.217 -0.732 1.207
26 H 0.508 0.638 -1.878

Model 2:
# C10H14SSi

C10H14SSi in the gas phase (wB97M-V/def2-TZVPD, OMol25).

Output
SMILES ... CC1=C[Si](C)(C)c2c(C)csc21
HOMO ... -7.398 eV
2S+1 ... 1

Positions of all 26 atoms, in Å:
1 H 2.818 -0.396 -1.636
2 H -1.922 3.574 1.243
3 H 2.655 0.657 1.708
4 C -1.432 -1.682 0.209
5 C -1.260 1.995 -0.058
6 C 0.091 2.039 -0.231
7 H -1.719 4.125 -0.580
8 C -0.655 -3.009 -0.072
9 S -3.384 0.018 -0.008
10 H -3.638 -2.323 0.172
11 H 2.357 -1.100 1.356
12 C -2.856 -1.598 0.190
13 H 1.284 0.069 2.478
14 C -1.863 0.716 0.033
15 H 1.284 0.006 -2.361
16 H 0.540 3.049 -0.556
17 Si 0.901 0.339 0.016
18 C -2.092 3.291 0.101
19 H 0.110 -2.995 0.689
20 C 1.734 -0.403 -1.540
21 C 1.908 -0.082 1.559
22 H -3.146 3.040 -0.031
23 H -1.212 -3.910 0.203
24 H 1.470 -1.414 -1.482
25 C -0.767 -0.462 0.208
26 H -0.297 -3.088 -1.095

Most stable to least stable: model 2, model 1